Molecular formula: C40H34Br2O3P2S2Ta
Method: DFT, ωB97M-V/def2-TZVPD

For the electronic energy, the calculation gives -230057.9816 eV. The energy above the lowest of the compared OMol25 structures with the same formula, charge and spin is 57.1 kJ/mol. The frontier orbital gap is 7.611 eV. The LUMO energy comes out at -3.30 eV.

```
! RIJCOSX wB97M-V def2-TZVPD def2/J DEFGRID3
* xyz 1 1
Ta -1.31 -0.17 0.36
S -0.44 -2.56 -0.18
P 1.26 -1.50 -0.59
C 0.61 0.07 -0.43
P 1.11 1.59 0.20
S -0.29 1.81 1.65
C 2.77 1.68 0.88
C 3.01 1.81 2.24
C 4.32 1.84 2.71
C 5.38 1.71 1.82
C 5.14 1.58 0.45
C 3.84 1.57 -0.02
C 1.03 2.86 -1.07
C 0.99 2.49 -2.41
C 0.96 3.47 -3.39
C 0.95 4.81 -3.02
C 0.99 5.17 -1.68
C 1.04 4.20 -0.70
C 2.51 -1.91 0.65
C 2.35 -1.41 1.94
C 3.23 -1.78 2.93
C 4.27 -2.66 2.65
C 4.42 -3.17 1.38
C 3.54 -2.81 0.37
C 1.97 -1.89 -2.19
C 1.30 -2.65 -3.14
C 1.86 -2.83 -4.40
C 3.08 -2.25 -4.71
C 3.76 -1.50 -3.76
C 3.21 -1.32 -2.50
H 2.18 1.90 2.93
H 4.51 1.96 3.76
H 6.39 1.72 2.19
H 5.97 1.50 -0.24
H 3.64 1.51 -1.08
H 0.98 1.44 -2.67
H 0.93 3.19 -4.43
H 0.92 5.58 -3.79
H 0.98 6.22 -1.40
H 1.06 4.48 0.35
H 1.52 -0.74 2.16
H 3.11 -1.38 3.94
H 4.96 -2.95 3.44
H 5.22 -3.87 1.16
H 3.65 -3.23 -0.62
H 0.36 -3.11 -2.88
H 1.33 -3.43 -5.14
H 3.51 -2.40 -5.69
H 4.71 -1.06 -4.00
H 3.75 -0.74 -1.76
C -3.66 -2.84 -1.81
C -2.64 -1.92 -2.43
O -2.39 -0.74 -1.62
H -3.86 -3.68 -2.48
H -4.61 -2.31 -1.64
H -3.31 -3.22 -0.85
H -2.96 -1.56 -3.41
H -1.68 -2.41 -2.54
H -3.19 -0.20 -1.61
Br -7.33 -3.46 3.68
C -5.71 -2.57 4.04
C -5.36 -2.27 5.35
C -4.17 -1.61 5.62
C -3.32 -1.25 4.58
C -3.68 -1.56 3.27
C -4.88 -2.21 2.99
C -2.81 -1.18 2.16
O -3.12 -1.37 0.95
O -1.67 -0.60 2.37
H -6.02 -2.55 6.16
H -3.90 -1.38 6.64
H -2.38 -0.75 4.77
H -5.14 -2.44 1.97
Br -5.22 5.17 -1.46
C -4.14 3.69 -1.02
C -4.29 3.07 0.21
C -3.48 1.99 0.53
C -2.53 1.49 -0.36
C -2.42 2.13 -1.61
C -3.21 3.22 -1.93
H -5.02 3.44 0.92
H -3.60 1.55 1.52
H -1.70 1.78 -2.34
H -3.10 3.71 -2.89
*
```

=====

Molecular formula: C40H34CdN4O9S
Method: DFT, ωB97M-V/def2-TZVPD

For the electronic energy, the calculation gives -81818.5105 eV. The energy above the lowest of the compared OMol25 structures with the same formula, charge and spin is 2.0 kJ/mol. The frontier orbital gap is 5.460 eV. The LUMO energy comes out at 3.49 eV.

```
! RIJCOSX wB97M-V def2-TZVPD def2/J DEFGRID3
* xyz -2 1
Cd 0.27 -0.10 -0.94
C 0.67 3.77 -3.26
O -0.50 3.85 -4.06
C -1.50 2.91 -3.96
C -2.69 3.27 -4.55
C -3.82 2.44 -4.51
C -3.70 1.22 -3.87
C -2.51 0.82 -3.26
C -2.46 -0.54 -2.73
N -1.48 -1.07 -2.11
N -1.62 -2.43 -1.84
C -0.44 -2.95 -1.57
O 0.69 -2.38 -1.59
C -0.48 -4.40 -1.16
C 0.60 -4.92 -0.45
C 0.57 -6.23 0.02
C -0.54 -7.03 -0.22
C -1.61 -6.52 -0.95
C -1.59 -5.21 -1.40
C -1.35 1.66 -3.27
O -0.23 1.32 -2.75
H 1.21 4.70 -3.46
H 1.29 2.92 -3.51
H 0.44 3.71 -2.19
H -2.74 4.24 -5.04
H -4.74 2.74 -4.98
H -4.55 0.54 -3.84
H -3.31 -1.18 -2.96
H 1.44 -4.27 -0.27
H 1.40 -6.61 0.59
H -0.57 -8.05 0.15
H -2.48 -7.14 -1.14
H -2.42 -4.78 -1.94
O 0.21 1.45 1.59
C -0.69 2.22 2.35
C -1.96 1.47 2.73
C -2.79 0.97 1.54
C -3.38 2.09 0.73
C -4.74 2.42 0.82
C -5.23 3.47 0.07
C -4.37 4.19 -0.73
C -3.03 3.81 -0.75
N -2.55 2.78 -0.05
H 0.39 0.61 2.07
H -0.93 3.10 1.76
H -0.21 2.57 3.28
H -2.58 2.13 3.36
H -1.68 0.61 3.34
H -3.61 0.34 1.91
H -2.16 0.35 0.90
H -5.39 1.83 1.46
H -6.29 3.72 0.11
H -4.71 5.01 -1.35
H -2.32 4.34 -1.36
C 7.69 5.13 0.30
C 8.99 4.44 0.63
O 10.02 5.05 0.79
S 9.06 2.66 0.78
C 7.42 2.10 0.43
C 6.51 1.91 1.47
C 5.22 1.49 1.20
C 4.80 1.24 -0.12
C 5.74 1.41 -1.15
C 7.03 1.83 -0.88
C 3.47 0.82 -0.39
C 2.31 0.50 -0.61
H 7.61 6.00 0.94
H 6.82 4.49 0.41
H 7.75 5.48 -0.73
H 6.81 2.11 2.49
H 4.50 1.34 2.00
H 5.44 1.20 -2.16
H 7.74 1.96 -1.68
O 0.26 -1.03 2.94
C -0.41 -1.68 2.12
O -0.61 -1.46 0.90
C -1.13 -2.93 2.64
C -2.01 -3.61 1.82
C -2.65 -4.75 2.27
C -2.40 -5.19 3.56
C -1.52 -4.52 4.40
C -0.89 -3.38 3.94
N -3.08 -6.40 4.05
O -2.83 -6.78 5.18
O -3.86 -6.96 3.30
H -2.17 -3.23 0.81
H -3.33 -5.30 1.64
H -1.35 -4.90 5.40
H -0.20 -2.83 4.56
*
```

=====

Q: What is the energy above the lowest of the compared OMol25 structures with the same formula, charge and spin in the first record?
A: 57.1 kJ/mol